1.
A 6-piece molecular cluster, C30H76N4O10 overall at a distorted geometry. Source: the Open Molecules 2025 dataset; level of theory: wB97M-V/def2-TZVPD.

ORCA input file:
```
! wB97M-V def2-TZVPD RIJCOSX def2/J DEFGRID3
* xyz -1 2
C -6.065 4.290 1.405
O -6.187 3.529 0.155
C -5.294 3.981 -0.857
C -5.826 3.243 -2.111
N -5.741 1.868 -2.007
C -4.445 1.314 -1.910
C -4.419 -0.139 -1.258
O -5.079 -0.129 -0.027
C -4.313 0.605 0.916
H -6.695 3.840 2.173
H -6.413 5.321 1.340
H -5.035 4.227 1.757
H -4.252 3.763 -0.623
H -5.283 5.070 -0.908
H -5.417 3.738 -2.992
H -6.911 3.336 -2.084
H -6.364 1.508 -1.298
H -3.747 1.945 -1.360
H -4.123 1.135 -2.936
H -3.389 -0.479 -1.143
H -4.921 -0.852 -1.911
H -4.250 1.657 0.635
H -3.412 0.078 1.228
H -4.778 0.670 1.900
C 0.984 1.609 -7.713
O 0.222 2.170 -6.729
C -0.161 3.548 -6.754
C -1.522 3.918 -6.058
N -1.787 3.387 -4.718
C -0.774 3.736 -3.734
C -1.160 3.405 -2.291
O -0.163 3.335 -1.369
C -0.564 3.134 -0.077
H 0.533 1.275 -8.647
H 1.471 0.736 -7.279
H 1.743 2.314 -8.053
H -0.173 3.860 -7.799
H 0.682 3.920 -6.171
H -2.378 3.594 -6.650
H -1.565 4.979 -5.813
H -1.815 2.379 -4.774
H -0.420 4.767 -3.721
H 0.064 3.118 -4.055
H -1.354 2.338 -2.394
H -1.946 4.051 -1.899
H 0.085 2.382 0.372
H -1.597 2.795 -0.001
H -0.357 4.161 0.226
C 3.176 1.487 -0.168
O 3.568 1.036 -1.406
C 2.424 0.399 -2.081
C 2.777 0.138 -3.541
N 3.836 -0.895 -3.471
C 4.484 -1.097 -4.730
C 5.631 -2.066 -4.630
O 6.781 -1.567 -4.036
C 7.318 -0.398 -4.660
H 2.828 0.634 0.415
H 2.351 2.200 -0.165
H 3.951 2.050 0.351
H 1.475 0.903 -1.900
H 2.163 -0.518 -1.553
H 3.260 0.959 -4.071
H 1.820 -0.213 -3.925
H 4.484 -0.700 -2.721
H 4.648 -0.118 -5.179
H 3.834 -1.696 -5.368
H 5.822 -2.529 -5.598
H 5.330 -3.005 -4.166
H 6.589 0.411 -4.603
H 7.606 -0.704 -5.665
H 8.148 -0.030 -4.056
C 4.965 -1.690 2.038
O 5.293 -2.006 3.335
C 5.028 -3.332 3.778
C 4.810 -3.240 5.345
N 3.784 -2.232 5.613
C 2.515 -2.938 5.789
C 1.287 -2.004 6.064
O 1.677 -1.116 7.105
C 0.632 -0.118 7.411
H 3.932 -1.889 1.754
H 5.635 -2.391 1.540
H 5.152 -0.690 1.646
H 5.829 -4.004 3.469
H 4.200 -3.780 3.229
H 5.706 -2.959 5.898
H 4.440 -4.142 5.834
H 3.814 -1.745 4.729
H 2.512 -3.632 6.629
H 2.249 -3.531 4.914
H 0.490 -2.738 6.183
H 1.169 -1.562 5.074
H 0.931 0.761 7.982
H -0.325 -0.373 7.865
H 0.170 0.302 6.517
C -0.335 -0.276 1.238
C -0.804 -1.712 1.592
C 0.407 -2.543 2.051
O -1.698 -1.585 2.753
H 0.195 -0.150 0.294
H 0.403 0.018 1.984
H -1.225 0.337 1.102
H -1.368 -2.242 0.824
H 0.162 -3.012 3.003
H 1.250 -1.904 2.315
H 0.747 -3.292 1.336
H -1.845 -2.518 2.920
C -4.057 -4.805 3.260
C -3.396 -3.912 4.298
C -3.533 -4.396 5.829
O -2.018 -4.003 3.993
H -3.713 -5.825 3.435
H -3.861 -4.451 2.247
H -5.131 -4.687 3.405
H -3.632 -2.860 4.136
H -4.582 -4.225 6.072
H -2.936 -3.878 6.580
H -3.274 -5.442 5.992
H -1.647 -4.701 4.538
*
```

LUMO (spin up / spin down), eV: 2.168 / 2.167
HOMO (spin up / spin down), eV: 0.8 / -6.6
Expectation value of S²: 0.7504


2.
C24H72CaF2O32P8 as an isolated structure at a distorted geometry. Source: the Open Molecules 2025 dataset; level of theory: wB97M-V/def2-TZVPD.

ORCA input file:
```
! wB97M-V def2-TZVPD RIJCOSX def2/J DEFGRID3
* xyz 0 1
Ca -1.183 1.121 -0.190
F 0.957 0.692 -0.203
F -1.992 -0.473 0.873
C 1.708 3.889 1.087
O 0.879 4.383 2.218
P -0.442 3.641 2.590
O -1.009 2.898 1.439
O -0.164 2.681 3.807
C -1.140 1.639 4.107
O -1.433 4.764 3.028
C -1.045 5.618 4.106
H 1.217 3.039 0.591
H 2.691 3.756 1.530
H 1.812 4.730 0.497
H -1.473 1.117 3.214
H -2.025 2.037 4.602
H -0.546 0.902 4.642
H -0.016 5.904 4.040
H -1.223 5.233 5.151
H -1.629 6.548 4.025
C 2.967 1.143 2.166
O 4.264 1.810 2.376
P 5.217 2.438 1.253
O 4.599 3.259 0.198
O 6.286 3.220 2.136
C 5.819 4.120 3.161
O 5.919 1.163 0.603
C 6.755 1.259 -0.540
H 2.277 1.677 2.721
H 3.105 0.150 2.566
H 2.681 1.189 1.125
H 5.162 4.752 2.586
H 6.661 4.721 3.453
H 5.383 3.597 4.005
H 6.863 0.264 -0.919
H 7.713 1.713 -0.201
H 6.275 1.919 -1.264
C -1.786 -2.416 3.354
O -0.574 -3.082 3.748
P 0.845 -2.337 3.630
O 0.811 -0.853 3.970
O 1.872 -3.233 4.543
C 2.741 -2.598 5.442
O 1.431 -2.691 2.185
C 1.078 -1.693 1.128
H -2.631 -3.102 3.172
H -1.652 -1.800 2.452
H -2.161 -1.821 4.211
H 2.840 -3.268 6.350
H 2.360 -1.591 5.718
H 3.743 -2.624 5.029
H 0.022 -1.610 1.088
H 1.428 -2.065 0.170
H 1.589 -0.701 1.372
C 0.424 -5.824 0.966
O -0.973 -5.621 1.228
P -1.977 -5.749 0.038
O -1.703 -6.890 -0.800
O -3.340 -5.647 0.837
C -3.980 -6.824 1.246
O -1.973 -4.383 -0.782
C -2.195 -3.080 -0.286
H 0.838 -6.158 1.978
H 0.844 -4.874 0.815
H 0.433 -6.602 0.155
H -4.501 -7.304 0.441
H -4.661 -6.512 2.034
H -3.281 -7.504 1.724
H -1.507 -2.829 0.500
H -3.270 -3.064 0.022
H -2.061 -2.374 -1.105
C -4.665 -0.251 -1.741
O -5.550 0.721 -1.132
P -4.842 1.674 -0.056
O -3.451 2.024 -0.336
O -5.656 3.043 0.008
C -6.982 3.018 0.608
O -5.133 0.985 1.363
C -4.211 1.383 2.412
H -3.641 0.249 -2.047
H -5.173 -0.564 -2.696
H -4.375 -1.087 -1.062
H -7.291 3.904 1.184
H -7.065 2.193 1.282
H -7.678 2.914 -0.220
H -3.603 2.168 1.949
H -3.506 0.530 2.703
H -4.800 1.772 3.239
C 2.082 3.908 -2.147
O 0.850 4.712 -2.007
P -0.610 4.115 -2.077
O -0.591 2.611 -2.027
O -1.222 4.906 -0.950
C -2.651 5.037 -0.764
O -1.345 4.660 -3.346
C -1.980 3.792 -4.282
H 1.979 2.978 -1.635
H 2.856 4.488 -1.646
H 2.361 3.811 -3.193
H -2.984 4.264 -0.091
H -3.177 4.878 -1.696
H -2.738 6.048 -0.398
H -1.193 3.163 -4.748
H -2.620 4.453 -4.922
H -2.667 3.152 -3.698
C -2.141 -2.839 -3.999
O -0.940 -1.997 -4.310
P -1.117 -0.428 -3.951
O -1.547 -0.159 -2.549
O -2.116 0.133 -5.067
C -1.919 0.037 -6.493
O 0.239 0.142 -4.269
C 1.374 -0.111 -3.392
H -2.391 -2.530 -3.008
H -1.753 -3.853 -3.985
H -2.866 -2.656 -4.803
H -0.943 0.424 -6.804
H -2.726 0.655 -6.822
H -1.972 -1.000 -6.773
H 1.316 0.432 -2.407
H 2.251 0.028 -3.944
H 1.337 -1.141 -3.116
C 3.763 -0.836 -0.908
O 3.842 -2.353 -0.889
P 3.280 -3.142 -2.115
O 3.384 -2.492 -3.450
O 1.692 -3.473 -1.858
C 0.922 -4.268 -2.848
O 3.872 -4.566 -1.811
C 5.309 -4.602 -1.857
H 4.083 -0.522 -1.886
H 4.437 -0.503 -0.148
H 2.764 -0.537 -0.757
H 1.443 -5.206 -2.913
H 0.890 -3.811 -3.827
H -0.154 -4.386 -2.441
H 5.635 -4.264 -2.851
H 5.411 -5.665 -1.638
H 5.651 -3.948 -1.094
*
```

LUMO, eV: 0.501
HOMO, eV: -9.8


The following molar mass values (in g/mol) correspond, in order, to the records above: 653.0 1198.7.